No. 1
A 3-piece molecular cluster, C5H13NS overall at a distorted geometry. Source: the Open Molecules 2025 dataset; level of theory: wB97M-V/def2-TZVPD.

Each line ends with the Mulliken charge.
Geometry (Å):
1 S -0.5728 -0.3172 -0.5018  -0.45
2 H 1.1710 1.2055 -2.4719  0.38
3 H 0.2872 1.4610 -0.4284  0.21
4 H -1.0376 3.1020 -1.8664  0.26
5 H 1.1155 -0.2946 1.2171  0.35
6 H -0.5190 -0.1890 1.9029  0.34
7 C -1.2181 -2.8590 1.5459  -1.06
8 H 0.7702 -2.4579 2.2264  0.30
9 H 0.6697 -2.6702 0.5080  0.30
10 H -1.6259 -2.5713 2.5234  0.29
11 C 0.1077 -0.7042 1.1773  -0.57
12 C 0.6835 2.0356 -1.9755  -0.23
13 H 0.9745 3.6010 -0.5963  0.28
14 C 0.1509 -2.2139 1.3562  -0.49
15 H -1.1887 1.5481 -2.3274  0.32
16 H -1.1598 -3.9481 1.5090  0.32
17 C 1.4401 2.7892 -1.1377  -0.67
18 H -1.9615 -2.4980 0.8268  0.31
19 N -0.5863 2.3667 -2.3966  -0.46
20 H 2.4996 2.6144 -1.0911  0.26

Results
* highest occupied orbital energy: -7.996 eV
* LUMO energy: 0.589 eV
* charge: 0

=====

No. 2
A 2-piece molecular cluster, C5H13NS overall. Source: the Open Molecules 2025 dataset; level of theory: wB97M-V/def2-TZVPD.

Each line ends with the Mulliken charge.
Geometry (Å):
1 H -2.0481 -0.6336 -0.1303  0.19
2 H 2.2789 1.3346 -0.9852  0.39
3 H 0.0812 3.0543 -1.8994  0.27
4 C -0.8364 -1.1343 1.4116  0.87
5 H -0.9645 -0.2284 3.3011  0.27
6 H -1.2074 -2.0609 -0.3727  0.21
7 N -1.2066 -1.1533 0.0691  -0.40
8 C 1.3881 0.7244 -0.8431  -0.74
9 C 0.1045 -2.2255 1.8242  -1.21
10 H -0.3328 -3.2064 1.6299  0.32
11 S 0.4305 0.7111 -2.3761  -0.07
12 H -0.1948 2.6462 -3.5966  0.31
13 H 0.3302 -2.1535 2.8854  0.35
14 H 1.0472 -2.1436 1.2798  0.26
15 H 0.7884 1.1296 -0.0304  0.23
16 H -1.9617 0.5649 1.9392  0.25
17 H 1.4661 2.8009 -3.0215  0.26
18 H 1.6615 -0.2994 -0.6127  0.16
19 C 0.4621 2.4846 -2.7446  -0.84
20 C -1.2864 -0.2117 2.2723  -1.08

Results
* structure (SMILES): C=C(C)N.CSC
* highest occupied orbital energy: -7.995 eV
* LUMO energy: 0.940 eV
* charge: 0

=====

No. 3
One molecule with the formula C5H13OP at a distorted geometry. Source: the Open Molecules 2025 dataset; level of theory: wB97M-V/def2-TZVPD.

Each line ends with the Mulliken charge.
Geometry (Å):
1 H 1.3744 0.5497 1.6029  0.37
2 C 0.9311 -0.3922 1.3968  -1.22
3 H 0.6566 -1.6191 -1.8662  0.34
4 H 0.1447 1.7409 -2.8392  0.29
5 H 0.5315 2.4277 0.5086  0.35
6 H -0.9411 -1.9243 -1.5215  0.35
7 H 1.8695 2.6664 -0.6424  0.26
8 H 0.4019 -0.8324 2.2653  0.39
9 H -1.9591 -0.0616 1.6737  0.43
10 C 0.7259 0.9098 -1.0963  0.15
11 H 0.0165 2.8939 -1.0070  0.46
12 C 0.7807 2.2994 -0.5713  -1.38
13 H 1.5583 -1.2708 1.2849  0.35
14 H -1.8579 -1.7276 1.2350  0.37
15 H 0.2070 -2.6411 -0.3358  0.39
16 P -0.1962 -0.2276 -0.0483  0.85
17 C 0.0225 -1.7599 -0.9787  -1.25
18 O 0.6034 0.8747 -2.5119  -0.48
19 C -1.8421 -0.7133 0.8552  -1.44
20 H -2.8231 -0.5133 0.3987  0.40

Results
* structure (SMILES): CC(O)=P(C)(C)C
* highest occupied orbital energy: -6.784 eV
* LUMO energy: 0.737 eV
* charge: 0

=====

No. 4
A 2-piece molecular cluster, C5H13S2 overall at a distorted geometry. Source: the Open Molecules 2025 dataset; level of theory: wB97M-V/def2-TZVPD.

Each line ends with the Mulliken charge.
Geometry (Å):
1 S 2.2659 0.7508 -0.5059  -0.10
2 H 0.8216 -1.8294 0.1846  0.21
3 H 2.6103 -2.0566 0.2435  0.34
4 H 0.9314 0.2059 1.4495  0.17
5 H -3.7856 -0.4641 0.5080  0.32
6 H -3.2467 0.8594 -0.5175  0.29
7 C -2.9953 -0.1635 -0.1739  -0.44
8 H 2.6519 0.0547 1.7724  0.35
9 C 1.8735 -0.1514 1.0261  -0.37
10 H 0.9855 2.5968 0.3810  0.28
11 C 1.7452 -1.6525 0.7783  -0.93
12 H -3.9185 -1.1611 -1.9365  0.34
13 H 1.6492 -2.2053 1.6995  0.33
14 H 0.9941 2.5324 -1.4120  0.33
15 H -2.1786 -0.7571 -2.1016  0.26
16 S -1.4043 -0.1455 0.6822  -0.11
17 H -0.0729 1.3812 -0.5020  -0.19
18 C -2.9582 -1.0983 -1.3806  -0.96
19 H -2.6680 -2.1068 -1.0541  0.29
20 C 0.9083 1.9433 -0.5058  -0.40

Results
* spin multiplicity: 2
* highest occupied orbital energy (spin up / spin down): -8.322 / -8.338 eV
* LUMO energy (spin up / spin down): 0.760 / -2.070 eV
* charge: 0

=====

No. 5
A 2-piece molecular cluster, C5H14 overall at a distorted geometry. Source: the Open Molecules 2025 dataset; level of theory: wB97M-V/def2-TZVPD.

Each line ends with the Mulliken charge.
Geometry (Å):
1 H 2.9773 -0.1303 -1.7115  0.31
2 H 2.2116 -1.5928 0.1274  0.38
3 H -0.3085 -0.1698 0.9921  0.14
4 C -1.3348 -0.3969 -0.8186  -1.13
5 H -2.7439 -0.5216 1.6203  0.39
6 C -2.4259 0.3666 1.1983  -1.37
7 H 2.9234 1.3583 -0.6169  0.26
8 H -1.3678 -1.4130 -0.5156  0.34
9 H 1.4698 0.6211 -1.5443  0.17
10 H -0.5562 -0.3244 -1.6065  0.24
11 H 3.0809 -0.6784 0.8435  0.35
12 H 1.1690 -0.3356 0.7710  -0.04
13 H -0.7959 1.4411 0.2260  0.35
14 C 2.1336 -0.5675 0.2406  -0.79
15 H -2.3353 -0.2804 -1.2895  0.36
16 H -3.1614 0.6940 0.5233  0.39
17 C 2.4224 0.3989 -0.9380  -0.76
18 C -1.1021 0.4034 0.4477  0.12
19 H -2.2563 1.1274 2.0506  0.29

Results
* structure (SMILES): CCC.CC
* highest occupied orbital energy: -10.987 eV
* LUMO energy: 1.188 eV
* charge: 0

=====

No. 6
A 2-piece molecular cluster, C5H14 overall. Source: the Open Molecules 2025 dataset; level of theory: wB97M-V/def2-TZVPD.

Each line ends with the Mulliken charge.
Geometry (Å):
1 H 0.4864 -0.3231 -1.0743  0.16
2 H -2.4612 2.3343 -0.2611  0.31
3 H 1.2051 -0.7463 1.3662  0.25
4 H -0.2968 -3.2353 0.8194  0.35
5 H -0.7950 -1.8247 1.7056  0.28
6 C 1.3335 -0.9364 -0.7642  -1.12
7 H 1.8491 -2.2949 0.8429  0.33
8 C -1.4978 2.0800 -0.7223  -0.83
9 C -0.3035 -2.1412 0.7905  -1.12
10 H -0.1918 3.2293 0.6286  0.34
11 H -1.5964 1.0395 -1.0499  0.24
12 C -0.3295 2.2275 0.2285  -0.69
13 C 1.1039 -1.5339 0.6219  -0.16
14 H 1.4007 -1.7521 -1.4894  0.38
15 H 0.6140 1.9336 -0.2532  0.21
16 H 2.2407 -0.3459 -0.7702  0.31
17 H -1.3854 2.6771 -1.6296  0.26
18 H -0.4219 1.5270 1.0592  0.19
19 H -0.9543 -1.9145 -0.0486  0.31

Results
* structure (SMILES): CCC.CC
* highest occupied orbital energy: -11.376 eV
* LUMO energy: 1.167 eV
* charge: 0